Formula: C26H76N6O12
Source: the OMol25 dataset
Level of theory: ωB97M-V with the def2-TZVPD basis set

- SMILES string: NC(N)=O.NC(N)=O.NC(N)=O.CC(C)O.CC(C)O.CC(C)O.CC(C)O.CC(C)O.CC(C)O.CC(C)O.CO.CO
- Kohn-Sham gap: 8.38 eV
- Molar mass: 664.92 g/mol
- Highest occupied orbital energy: -8.6 eV

```
! wB97M-V def2-TZVPD RIJCOSX def2/J DEFGRID3
* xyz 0 1
O -0.33709 20.90315 1.90153
O -2.25608 23.97800 2.56202
O -9.36735 22.19498 -0.91297
O -6.34318 22.19685 6.20654
O -8.67049 26.80645 3.41982
O -8.88933 22.26173 5.24415
O -5.04957 25.60408 2.55441
O -2.07716 20.67734 6.49615
O -6.55235 17.23670 4.03699
O -1.67288 24.52933 -1.09682
O -5.18700 18.14314 0.64638
O -4.26859 21.78539 1.94499
N -1.63179 22.24569 0.49126
N 0.52090 22.25532 0.34015
N -1.97033 20.88751 4.10021
N -0.10098 20.60527 5.08895
N -9.63425 24.74216 4.23282
N -7.56341 24.70072 3.51313
C -3.66222 27.33851 2.36654
C -1.19479 24.14741 3.15826
C -9.11970 21.37689 3.27303
C -5.63447 22.15047 5.20625
C -4.99722 26.79031 2.93795
C -3.87821 23.77473 -0.92840
C -2.81686 24.62289 -1.64073
C -3.99068 18.49565 0.39737
C -5.04051 26.88256 4.50504
C -0.49220 21.79741 0.88417
C -2.76343 24.36400 -3.12041
C -5.56459 22.04726 1.55428
C -10.86764 21.10133 5.06285
C -1.38193 20.75091 5.26876
C -9.37866 21.26519 4.73023
C -7.84152 23.88640 -0.15721
C -1.50522 24.80342 4.50477
C -10.16196 23.42611 0.70904
C -8.93952 22.79584 0.06368
C -7.21679 18.19510 3.19857
C -0.23393 25.03650 2.36362
C -4.45798 23.15553 5.22225
C -3.40365 18.82517 1.73486
C -3.74480 19.48080 -0.67318
C -8.65424 25.44724 3.64227
C -5.13011 20.71395 5.11931
H -3.38023 28.38398 2.49942
H 0.52444 20.29156 5.86377
H -9.91563 21.47291 -0.68024
H -3.71404 22.87318 5.95542
H -6.15162 21.16352 1.75239
H -0.61310 26.02905 2.30927
H -6.25490 22.29557 4.30696
H -6.08371 26.57011 4.81509
H -5.83202 27.33528 2.48745
H -7.03270 23.50524 -0.78804
H -2.75394 26.74684 2.74000
H -4.81252 23.83526 -1.47037
H -1.86050 23.98341 5.16964
H -4.35635 26.16673 4.96514
H -6.73087 25.15516 3.09881
H -9.00611 20.33207 5.12798
H -10.95284 21.62202 5.99596
H -3.98370 23.25398 4.27898
H -10.57083 24.15888 0.00347
H -2.48082 21.83922 0.82494
H -7.75382 17.72650 2.40274
H -8.38910 22.16535 0.73321
H -11.55240 21.59729 4.36542
H -3.03372 18.01877 2.27458
H -4.31492 25.13825 2.95223
H -1.11008 25.24842 -1.34348
H -2.98283 21.04298 4.03024
H -4.37541 20.42919 5.87090
H -11.28848 20.09594 5.12244
H 0.26884 20.56544 4.13359
H -4.78894 24.06062 5.57367
H -10.48805 25.30597 4.40812
H -4.10134 24.17792 0.03831
H -2.30042 25.19517 -3.60149
H -1.70331 22.99929 -0.23980
H -2.28198 25.58778 4.54453
H -2.13178 23.53868 -3.29127
H -4.68752 20.52972 4.16180
H -0.01171 24.62974 1.40468
H -0.66113 25.26475 5.08958
H -8.16693 21.54623 2.95791
H -3.11942 25.67837 -1.52404
H -3.95577 22.71862 2.04707
H -7.71249 23.75204 3.77736
H -0.72577 23.22213 3.42128
H -3.69797 26.99947 1.28844
H -1.47350 20.91103 3.18854
H -2.44376 19.40578 1.52381
H -5.73176 22.03671 6.90307
H -7.57120 24.29969 0.80953
H -5.13310 17.26822 1.01083
H -9.49721 23.80712 4.71555
H -4.04851 19.47427 2.33217
H -10.89809 22.65064 0.95309
H -3.63535 22.74162 -0.81131
H -9.75577 22.13918 2.84320
H -8.07810 21.96490 5.67591
H -3.55913 17.57673 0.04181
H 1.39385 21.88808 0.62978
H -4.17045 20.42667 -0.45656
H -5.83523 16.89756 3.46283
H -5.51629 22.36163 0.47464
H -6.57763 18.96286 2.79801
H -1.98754 23.58605 1.72486
H -9.90713 24.02814 1.61188
H -3.96893 19.00464 -1.62071
H -6.04215 22.87989 2.09612
H 0.66733 25.23487 2.89619
H -7.95846 18.69481 3.81869
H -3.70598 24.24081 -3.65529
H -9.49870 20.48662 2.72842
H -4.78631 27.84926 4.81165
H 0.49142 22.91000 -0.42343
H -8.25309 24.71891 -0.72676
H -2.71198 19.70552 -0.60877
H -5.91976 20.00474 5.17602
*
```